Molecular formula: C15H22ClFN4O5S
Method: DFT, the ωB97M-V functional and the def2-TZVPD basis

- LUMO level: 0.0034 hartree
- Gap between HOMO and LUMO: 8.992 eV
- HOMO level: -0.327 hartree
- SMILES string: O=S1(=O)NCN(CCF)c2ccc(Cl)cc21.CNC(=O)[C@H](CO)NC(C)=O
- Multiplicity: 1

Each line ends with the Löwdin charge.
Cartesian coordinates (Å):
O (-4.07619, -2.95550, -1.93250)  -0.30
S (-3.97226, -1.66929, -2.63393)  0.70
O (-5.07494, -0.75087, -2.33476)  -0.30
N (-3.90897, -1.93206, -4.28618)  -0.10
C (-2.76073, -2.76267, -4.50865)  -0.21
N (-1.64855, -1.80494, -4.48296)  -0.08
C (-0.64308, -1.96740, -5.56900)  -0.13
C (-0.74360, -0.86041, -6.62601)  -0.20
F (-0.32985, 0.33961, -6.13725)  -0.02
C (-1.38648, -1.04180, -3.32123)  -0.19
C (-0.16377, -0.38393, -3.09288)  0.00
C (0.05430, 0.36922, -1.93300)  -0.07
C (-0.95183, 0.49130, -0.97416)  -0.64
Cl (-0.68679, 1.42746, 0.47569)  0.70
C (-2.17668, -0.13837, -1.19391)  -0.06
C (-2.38165, -0.89482, -2.35596)  -0.20
H (-3.74169, -1.02612, -4.69463)  0.11
H (-2.63753, -3.55697, -3.75931)  0.13
H (-2.84261, -3.24991, -5.48771)  0.13
H (-0.80164, -2.92647, -6.07299)  0.12
H (0.37427, -2.01474, -5.17100)  0.12
H (-1.77890, -0.77663, -6.97054)  0.12
H (-0.12227, -1.12630, -7.48630)  0.12
H (0.64366, -0.42773, -3.81163)  0.10
H (1.00772, 0.86594, -1.77869)  0.11
H (-2.97374, -0.03282, -0.46005)  0.12
C (2.20910, -1.22838, 6.26873)  -0.05
N (1.73016, -0.42746, 5.14374)  0.02
C (2.49761, -0.03865, 4.11653)  -0.46
O (3.68009, -0.35608, 4.03351)  0.06
C (1.83879, 0.85198, 3.04354)  -0.20
C (2.83288, 1.34815, 1.97856)  -0.22
O (3.74829, 2.28458, 2.50209)  -0.04
N (1.04167, 1.97271, 3.58570)  0.10
C (1.41500, 2.79363, 4.57267)  -0.55
C (0.50116, 3.96395, 4.85227)  0.00
O (2.41847, 2.63405, 5.25251)  0.06
H (2.64602, -2.15948, 5.90289)  0.09
H (2.97815, -0.67227, 6.80918)  0.09
H (1.38754, -1.45703, 6.94852)  0.08
H (0.78703, -0.07816, 5.17793)  0.13
H (1.14137, 0.19738, 2.52261)  0.13
H (2.27937, 1.81879, 1.16560)  0.10
H (3.38063, 0.49680, 1.57101)  0.12
H (4.13469, 1.90061, 3.30173)  0.08
H (0.20726, 2.22542, 3.08229)  0.11
H (0.91646, 4.54294, 5.67668)  0.09
H (0.43875, 4.59357, 3.96665)  0.08
H (-0.48666, 3.59917, 5.12464)  0.08

Force components x, y, z for each atom (eV/Å):
O 0.92 1.63 -1.40
S -2.95 -0.37 2.23
O 2.06 -0.62 -0.85
N -1.27 -0.76 1.87
C 1.14 0.64 -0.50
N 1.92 -0.53 -0.89
C -0.24 0.60 0.53
C -0.22 -1.39 -0.21
F 0.18 0.70 0.37
C 0.14 -0.68 -0.96
C 0.11 0.38 0.52
C -0.32 -0.31 -0.33
C -0.45 -0.53 -0.54
Cl -0.09 -0.12 -0.28
C 0.16 0.11 0.12
C -0.45 0.10 0.65
H -0.20 0.33 -0.45
H -0.39 0.31 -0.01
H 0.23 0.32 0.15
H -0.14 0.15 0.15
H -0.05 0.08 0.02
H 0.02 0.13 0.07
H 0.07 0.07 0.03
H -0.16 -0.04 -0.01
H -0.13 -0.10 -0.07
H 0.09 -0.07 -0.23
C 0.33 0.26 -0.39
N -0.95 -0.25 0.19
C 1.21 0.50 0.37
O -0.51 0.04 -0.26
C -0.21 0.41 -0.22
C 0.40 -0.29 0.71
O -0.18 0.20 -0.09
N -0.32 -1.26 -0.85
C 1.04 0.87 1.47
C 0.03 -0.07 -0.08
O -0.10 -0.36 -0.36
H -0.02 0.07 0.06
H -0.02 -0.09 0.01
H 0.00 0.11 -0.21
H 0.06 0.03 0.02
H -0.24 -0.04 -0.06
H 0.00 0.14 0.10
H -0.13 -0.24 -0.04
H -0.03 -0.02 -0.09
H 0.06 -0.09 -0.08
H -0.04 -0.14 -0.13
H -0.18 0.09 -0.04
H -0.19 0.12 -0.05